[1]
72
Properties=species:S:1:pos:R:3:mulliken_spin:R:1 method="wB97M-V/def2-TZVPD" total_charge=+3 s_squared=3.81 multiplicity=4 relative_energy_kcal_mol=12.4 e_lumo_ha="-0.4023 / -0.3988" orbital_gap_ev="5.00 / 5.10" energy_ha=-4259.3322
Re -0.36 0.03 -0.49 2.62
C -2.72 -1.54 2.97 0.01
C -2.59 -1.15 1.49 0.05
C -3.72 -1.80 0.70 0.01
C -1.17 -1.54 1.00 0.11
C -1.02 -2.65 0.09 -0.02
C 0.09 -3.44 0.07 0.01
C 1.15 -3.23 0.98 -0.05
C 2.32 -4.15 1.03 0.00
C 1.06 -2.14 1.87 0.06
C -0.05 -1.34 1.89 -0.06
H -3.74 -1.35 3.31 0.00
H -2.05 -0.98 3.63 0.00
H -2.53 -2.61 3.10 0.00
H -2.71 -0.06 1.44 -0.02
H -3.72 -2.88 0.87 0.00
H -3.67 -1.63 -0.37 0.00
H -4.67 -1.42 1.06 0.00
H -1.84 -2.88 -0.58 0.01
H 0.15 -4.28 -0.62 0.00
H 3.25 -3.59 0.97 0.00
H 2.29 -4.90 0.24 0.00
H 2.33 -4.67 2.00 0.00
H 1.87 -1.97 2.57 0.00
H -0.12 -0.57 2.64 0.01
O 2.51 1.16 -3.41 0.00
C 2.96 -0.09 -3.81 -0.01
C 3.59 -0.27 -5.02 0.00
C 4.03 -1.54 -5.38 0.00
C 3.83 -2.62 -4.54 0.00
C 3.19 -2.43 -3.33 0.00
C 2.75 -1.16 -2.95 0.02
C 2.04 -0.99 -1.65 0.06
O 0.58 -0.72 -1.87 0.14
N 2.56 0.09 -0.85 0.02
N 1.55 0.60 0.00 -0.08
C 1.93 1.49 0.88 0.00
C 1.06 2.26 1.67 0.04
Br -0.80 2.01 1.25 0.03
C 1.53 3.17 2.59 0.02
C 0.96 4.09 3.49 0.01
C -0.42 4.28 3.73 0.02
C -0.84 5.23 4.63 0.00
C 0.10 6.01 5.31 0.03
C 1.46 5.85 5.10 -0.01
C 1.89 4.89 4.20 0.02
H 2.75 1.82 -4.08 0.00
H 3.75 0.57 -5.69 0.00
H 4.53 -1.68 -6.33 0.00
H 4.17 -3.61 -4.82 0.00
H 3.04 -3.27 -2.66 0.00
H 2.04 -1.93 -1.09 -0.05
H 2.87 0.84 -1.47 0.00
H 3.00 1.66 0.98 -0.01
H 2.62 3.17 2.60 0.00
H -1.17 3.69 3.22 0.00
H -1.90 5.37 4.81 0.00
H -0.25 6.76 6.02 0.00
H 2.17 6.45 5.63 0.00
H 2.95 4.76 4.03 0.00
N -6.54 0.11 -4.71 0.01
C -5.60 0.09 -4.06 0.00
C -4.42 0.08 -3.24 0.02
C -3.36 -0.77 -3.54 -0.01
C -2.25 -0.76 -2.73 0.01
N -2.16 0.03 -1.64 -0.01
C -3.19 0.86 -1.36 0.01
C -4.33 0.91 -2.12 -0.02
H -3.40 -1.43 -4.40 0.00
H -1.40 -1.39 -2.94 0.01
H -3.09 1.50 -0.49 0.00
H -5.13 1.59 -1.87 0.00

[2]
13
Properties=species:S:1:pos:R:3:lowdin_charge:R:1 method="wB97M-V/def2-TZVPD" total_charge=+1 multiplicity=1 relative_energy_kcal_mol=19.8 e_lumo_ha="-0.1817 / -0.1817" orbital_gap_ev="8.31 / 8.31" energy_ha=-725.1370
C 0.55 -0.79 0.13 -0.59
C 0.02 1.56 0.06 0.07
C -1.92 0.21 -0.50 -0.43
N 0.90 0.49 0.04 -0.02
N 1.44 -1.73 0.39 0.17
F -2.69 0.62 0.51 -0.02
S -1.08 -1.31 -0.25 1.09
H 0.18 2.35 -0.66 0.10
H -0.47 1.79 0.99 0.09
H -2.36 0.35 -1.47 0.09
H 1.85 0.70 -0.25 0.18
H 2.40 -1.52 0.65 0.15
H 1.17 -2.70 0.37 0.13

[3]
18
Properties=species:S:1:pos:R:3:lowdin_charge:R:1 method="wB97M-V/def2-TZVPD" multiplicity=1 relative_energy_kcal_mol=39.1 e_lumo_ha=0.0314 orbital_gap_ev=10.29 energy_ha=-272.8863
C -0.14 -0.13 -1.74 -0.03
C 0.85 -0.48 -0.94 -0.16
C 0.50 -1.50 0.18 -0.23
C 0.92 -0.97 1.55 -0.27
C -0.14 -0.08 2.23 -0.09
H -1.11 -0.61 -1.68 0.06
H -0.20 0.67 -2.45 0.04
H 1.84 -0.02 -0.88 0.10
H -0.59 -1.69 0.10 0.10
H 0.92 -2.45 -0.14 0.10
H 1.77 -0.31 1.33 0.09
H 1.45 -1.68 2.17 0.10
H -1.06 -0.71 2.14 0.08
H 0.12 0.20 3.22 0.06
H -0.53 0.72 1.59 0.06
O -1.46 2.51 -1.45 -0.05
H -0.84 2.96 -0.90 0.03
H -2.13 2.04 -0.94 0.04

[4]
15
Properties=species:S:1:pos:R:3:lowdin_charge:R:1 method="wB97M-V/def2-TZVPD" multiplicity=1 relative_energy_kcal_mol=74.5 e_lumo_ha=0.0139 orbital_gap_ev=7.34 energy_ha=-304.7167
C -1.42 -0.99 -0.36 -0.06
C -1.17 1.14 0.96 -0.10
C -0.32 1.97 0.33 -0.19
N 0.86 1.26 -0.25 0.11
C 0.78 0.00 0.04 -0.35
N 1.71 -0.94 -0.27 0.16
C -0.55 -0.24 0.69 -0.35
H -0.83 -1.37 -1.21 0.07
H -1.94 -1.83 0.10 0.07
H -2.15 -0.29 -0.75 0.07
H -0.32 3.04 0.15 0.06
H 1.57 1.66 -0.86 0.15
H 2.68 -0.69 -0.20 0.11
H 1.50 -1.88 0.03 0.11
H -0.42 -0.85 1.59 0.13

[5]
112
Properties=species:S:1:pos:R:3:lowdin_charge:R:1 method="wB97M-V/def2-TZVPD" total_charge=-1 multiplicity=1 e_lumo_ha=0.0838 orbital_gap_ev=10.45 energy_ha=-5515.7637
As -0.01 -0.47 1.47 0.70
F -1.44 -1.43 1.60 -0.25
F -0.11 -0.46 -0.25 -0.25
F 1.39 0.57 1.35 -0.25
F 0.16 -0.43 3.19 -0.24
F 0.98 -1.86 1.37 -0.23
F -0.97 0.98 1.57 -0.26
C -4.17 0.29 0.03 -0.05
C -3.68 1.63 0.54 -0.20
O -4.73 2.62 0.38 0.04
C -4.37 3.88 0.57 -0.62
O -3.40 4.27 1.18 0.12
O -5.27 4.68 -0.01 0.00
C -4.92 6.06 -0.03 -0.05
H -4.70 0.50 -0.89 0.08
H -4.85 -0.19 0.73 0.08
H -3.30 -0.31 -0.21 0.07
H -2.91 1.97 -0.16 0.13
H -3.16 1.68 1.50 0.10
H -5.10 6.49 0.96 0.10
H -5.58 6.56 -0.73 0.09
H -3.86 6.16 -0.25 0.09
C -4.06 -5.18 -3.82 -0.05
C -3.55 -4.08 -4.74 -0.19
O -2.60 -3.27 -4.02 0.00
C -1.31 -3.64 -4.15 -0.60
O -0.91 -4.54 -4.84 0.12
O -0.49 -2.86 -3.47 0.02
C -0.92 -1.82 -2.59 -0.02
H -4.41 -6.07 -4.37 0.08
H -4.92 -4.86 -3.24 0.07
H -3.23 -5.60 -3.25 0.06
H -4.35 -3.36 -4.91 0.12
H -3.09 -4.49 -5.64 0.12
H -1.10 -2.20 -1.59 0.08
H -1.88 -1.38 -2.87 0.10
H -0.11 -1.11 -2.56 0.08
C 3.25 2.97 -0.24 -0.07
C 4.02 3.46 -1.44 -0.19
O 5.35 2.89 -1.37 0.05
C 6.04 2.61 -2.46 -0.61
O 7.14 2.13 -2.43 0.12
O 5.38 2.92 -3.58 -0.03
C 5.99 2.51 -4.79 -0.04
H 2.17 2.95 -0.39 0.08
H 3.44 3.56 0.66 0.08
H 3.44 1.97 0.15 0.08
H 4.15 4.54 -1.42 0.12
H 3.52 3.19 -2.37 0.11
H 6.48 1.54 -4.65 0.10
H 6.79 3.19 -5.10 0.10
H 5.23 2.46 -5.56 0.09
C -0.13 1.12 10.05 -0.07
C -0.41 2.15 8.98 -0.25
O -1.55 1.83 8.22 0.03
C -1.37 1.58 6.91 -0.59
O -0.32 1.62 6.34 0.14
O -2.56 1.30 6.40 0.00
C -2.58 0.93 5.01 -0.02
H -1.04 0.90 10.62 0.08
H 0.74 1.39 10.66 0.07
H 0.10 0.16 9.59 0.08
H 0.47 2.25 8.34 0.12
H -0.52 3.16 9.39 0.12
H -1.66 0.44 4.70 0.08
H -2.76 1.80 4.39 0.09
H -3.41 0.23 4.91 0.09
C 3.21 -3.83 -6.84 -0.08
C 2.34 -3.47 -5.69 -0.22
O 2.86 -2.27 -5.08 0.02
C 2.76 -2.20 -3.74 -0.59
O 2.62 -3.14 -3.01 0.14
O 2.88 -0.91 -3.44 0.00
C 2.80 -0.35 -2.13 -0.03
H 3.15 -3.14 -7.69 0.07
H 2.95 -4.78 -7.31 0.08
H 4.27 -3.90 -6.57 0.08
H 2.29 -4.24 -4.92 0.12
H 1.34 -3.24 -6.04 0.12
H 2.65 0.72 -2.25 0.08
H 3.85 -0.37 -1.78 0.10
H 2.34 -0.84 -1.28 0.09
C 0.52 7.24 3.74 -0.07
C 1.96 6.85 3.44 -0.24
O 2.35 5.62 4.03 0.03
C 1.81 4.44 3.67 -0.61
O 2.16 3.41 4.15 0.16
O 0.91 4.60 2.70 -0.04
C 0.03 3.46 2.47 0.00
H 0.36 8.32 3.64 0.07
H 0.28 6.93 4.75 0.09
H -0.17 6.74 3.07 0.07
H 2.63 7.60 3.85 0.12
H 2.16 6.87 2.36 0.12
H -0.87 3.81 1.95 0.08
H -0.18 2.99 3.42 0.10
H 0.52 2.79 1.78 0.06
C -1.05 -8.78 -2.71 -0.06
C -1.19 -7.53 -1.87 -0.23
O 0.03 -6.82 -1.96 0.04
C 0.22 -5.71 -1.24 -0.59
O 1.26 -5.14 -1.18 0.16
O -0.92 -5.29 -0.66 -0.03
C -0.78 -4.42 0.45 -0.04
H -0.32 -9.47 -2.29 0.08
H -0.66 -8.45 -3.67 0.08
H -2.00 -9.29 -2.83 0.07
H -1.43 -7.74 -0.82 0.13
H -2.00 -6.91 -2.27 0.10
H 0.22 -4.42 0.88 0.10
H -1.40 -4.79 1.29 0.10
H -1.20 -3.43 0.28 0.06

[6]
17
Properties=species:S:1:pos:R:3:lowdin_charge:R:1 method="wB97M-V/def2-TZVPD" multiplicity=1 relative_energy_kcal_mol=136.3 e_lumo_ha=-0.0215 orbital_gap_ev=8.04 energy_ha=-1046.8311
C 1.83 -1.44 -1.69 -0.11
C 0.73 -0.46 -1.35 -0.67
C 0.35 -0.47 0.09 -0.95
C -1.33 1.35 1.02 -0.71
C -1.90 2.56 1.01 -0.16
H 2.82 -1.09 -1.18 0.11
H 2.00 -1.37 -2.81 0.10
H 1.55 -2.43 -1.25 0.05
H 1.51 0.30 -1.39 0.09
H -0.64 -0.58 -3.23 0.22
H -0.87 0.77 -1.81 0.06
H -2.05 0.28 1.37 0.17
H -2.98 2.35 1.25 0.05
H -1.19 3.66 0.60 0.17
N -0.50 -0.17 -2.04 0.00
S -0.01 -1.86 0.87 0.72
S 0.34 1.24 0.90 0.85